A structure of composition C2H3O2Sm in a non-equilibrium geometry, computed with wB97M-V/def2-TZVPD.

Each line ends with the Mulliken spin population.
Element x y z (Å)
H  -1.195  -0.919  0.208  -0.01
C  0.464  -1.205  -0.041  0.15
O  1.679  -1.371  0.178  0.04
Sm  2.711  0.770  -0.236  4.78
O  0.232  0.163  -0.258  0.01
C  -1.205  0.423  -0.007  0.04
H  -1.246  0.976  0.942  0.00
H  -1.439  1.162  -0.786  0.00

Calculated values
HOMO level (alpha / beta) = -0.6639 / -0.6366 Eh
Spin multiplicity = 6
Charge = +2
Max |F| = 4.10 eV/A
⟨S²⟩ = 8.849